This record from the Open Molecules 2025 dataset describes a single C4H5N molecule. The level of theory is ωB97M-V/def2-TZVPD.

For the HOMO energy, the calculation gives -9.70 eV. For the relative energy (zero: lowest compared OMol25 entry of this formula, charge and spin), the calculation gives 225.03 kJ/mol. As for the total charge: 0. Its total energy is -5716.514 eV.

Last columns: bonded neighbours and bond lengths (Å).
CARTESIAN COORDINATES (ANGSTROEM)
1 C -0.04 -1.38 0.93  C4 1.326, N5 1.302, H6 1.068
2 C -2.43 -1.82 0.75  N5 1.143
3 C -0.36 0.70 -0.38  C4 1.472, H7 1.152, H8 1.084, H10 1.125
4 C 0.41 -0.22 0.47  C1 1.326, C3 1.472, H9 1.106
5 N -1.29 -1.71 0.76  C1 1.302, C2 1.143
6 H 0.29 -2.00 1.73  C1 1.068
7 H -0.56 1.50 0.42  C3 1.152
8 H 0.00 1.05 -1.34  C3 1.084
9 H 1.37 0.09 0.92  C4 1.106
10 H -1.37 0.24 -0.58  C3 1.125

Results of the Löwdin charge analysis, in e, for atoms 1 through 4: number 1, C, carries -0.211; number 2, C, carries 0.048; number 3, C, carries -0.090; number 4, C, carries -0.148